1.
Entry from the OMol25 dataset: C2H4LaO2 as an isolated structure at a distorted geometry (the ωB97M-V functional and the def2-TZVPD basis).

Each line ends with the Mulliken charge.
Cartesian coordinates (Å):
C -0.47 0.42 -0.18  0.1346
C -1.55 -0.21 -0.61  -0.6205
O 0.60 -0.40 0.27  0.0387
H -0.10 1.41 -0.43  0.3402
H -2.31 0.38 -1.12  0.2870
H -1.85 -1.18 -0.21  0.3091
La 3.19 0.52 2.38  2.5930
O 1.85 0.28 0.22  -0.5578
H 0.63 -1.22 -0.33  0.4758

As for the energy above the lowest of the compared OMol25 structures with the same formula, charge and spin: 115.3 kcal per mole. The largest force on an atom is 3.5 eV Å⁻¹. As for the total energy: -7053.2951 eV. Its net charge is +3. The gap between HOMO and LUMO comes out at 5.0 eV. Its lowest unoccupied orbital energy is -16.32 eV. The HOMO energy is -21.280 eV.



2.
Entry from the OMol25 dataset: C2H4LiO2Rb as an isolated structure at a distorted geometry (the ωB97M-V functional and the def2-TZVPD basis).

Each line ends with the Mulliken charge.
Cartesian coordinates (Å):
H 0.92 2.05 -2.57  0.1876
O 1.27 0.03 -0.79  -0.7149
C 1.63 0.04 -2.13  -0.3800
C 0.75 1.01 -2.96  -0.1533
O -0.59 0.65 -2.89  -0.4264
Li 2.05 0.22 2.95  0.3153
Rb -1.27 -0.44 1.88  0.5292
H 1.51 -0.98 -2.57  0.1933
H 2.70 0.33 -2.26  0.2180
H 1.14 1.03 -4.00  0.2312

As for the energy above the lowest of the compared OMol25 structures with the same formula, charge and spin: 32.8 kcal per mole. The largest force on an atom is 3.1 eV Å⁻¹. As for the total energy: -7088.2156 eV. The gap between HOMO and LUMO (spin up / spin down) comes out at 4.6 / 5.2 eV. Its lowest unoccupied orbital energy (spin up / spin down) is -0.91 / -1.20 eV. The HOMO energy (spin up / spin down) is -5.519 / -6.422 eV.



3.
Entry from the OMol25 dataset: C2H4LiO2V as an isolated structure at a distorted geometry (the ωB97M-V functional and the def2-TZVPD basis).

Each line ends with the Mulliken charge.
Cartesian coordinates (Å):
O 2.93 0.90 -1.02  -0.6740
C -0.91 -0.28 1.11  -0.1901
C -1.52 -0.78 -0.12  -0.2055
O -0.42 0.15 -0.18  -0.5527
V 1.24 0.21 -1.00  1.5437
Li 4.06 2.34 -1.19  0.9561
H -1.40 0.52 1.67  0.2660
H -0.23 -0.93 1.67  0.2883
H -2.46 -0.34 -0.47  0.2694
H -1.28 -1.78 -0.47  0.2988

As for the energy above the lowest of the compared OMol25 structures with the same formula, charge and spin: 0.0 kcal per mole. The largest force on an atom is 2.5 eV Å⁻¹. As for the expectation value of S²: 6.0054. As for the spin multiplicity: 5. As for the total energy: -32105.5239 eV. Its net charge is +2. The gap between HOMO and LUMO (spin up / spin down) comes out at 8.9 / 8.8 eV. Its lowest unoccupied orbital energy (spin up / spin down) is -9.33 / -12.21 eV. The HOMO energy (spin up / spin down) is -18.262 / -21.026 eV.



4.
Entry from the OMol25 dataset: one molecule with the formula C2H4N2 at a distorted geometry (the ωB97M-V functional and the def2-TZVPD basis).

Each line ends with the Mulliken charge.
Cartesian coordinates (Å):
C -0.48 1.59 -0.54  -0.2796
C 0.14 -0.92 0.44  0.1313
N 1.08 -1.60 -0.05  -0.6137
N -0.21 0.39 -0.12  -0.2556
H -1.28 1.73 -1.25  0.2422
H 0.10 2.44 -0.17  0.2407
H -0.55 -1.13 1.26  0.2871
H 1.21 -2.49 0.41  0.2477

As for the energy above the lowest of the compared OMol25 structures with the same formula, charge and spin: 54.9 kcal per mole. The largest force on an atom is 4.9 eV Å⁻¹. The SMILES is [H]/N=C/N=C. As for the total energy: -5116.5792 eV. The gap between HOMO and LUMO comes out at 9.5 eV. Its lowest unoccupied orbital energy is 0.83 eV. The HOMO energy is -8.681 eV.



5.
Entry from the OMol25 dataset: a 2-piece molecular cluster, C2H4N2 overall at a distorted geometry (the ωB97M-V functional and the def2-TZVPD basis).

Each line ends with the Mulliken charge.
Cartesian coordinates (Å):
C 0.17 1.19 0.61  0.5182
C 0.36 -0.02 0.08  -0.5799
N -0.06 2.21 1.06  -0.3475
N -0.05 -0.45 -1.13  -0.4530
H 1.32 -0.42 0.42  0.3246
H -0.60 -1.33 1.75  -0.0001
H -0.70 0.26 -1.50  0.2587
H -0.45 -1.43 -1.29  0.2790

As for the energy above the lowest of the compared OMol25 structures with the same formula, charge and spin: 107.1 kcal per mole. The largest force on an atom is 5.1 eV Å⁻¹. As for the total energy: -5114.3150 eV. The gap between HOMO and LUMO (spin up / spin down) comes out at 7.6 / 9.6 eV. Its lowest unoccupied orbital energy (spin up / spin down) is -0.71 / -0.63 eV. The HOMO energy (spin up / spin down) is -8.305 / -10.241 eV.



6.
Entry from the OMol25 dataset: a 2-piece molecular cluster, C2H4N2 overall at a distorted geometry (the ωB97M-V functional and the def2-TZVPD basis).

Each line ends with the Mulliken charge.
Cartesian coordinates (Å):
C 1.41 0.55 0.12  -0.0935
C -2.68 0.67 -0.34  -0.1706
N -3.37 -0.20 -0.02  -0.1395
N 2.40 -0.04 -0.35  -0.4708
H 1.60 1.41 0.75  0.2534
H 0.35 0.29 -0.03  0.0768
H 2.22 -0.85 -0.94  0.2372
H -3.99 -0.93 0.26  0.3069

As for the energy above the lowest of the compared OMol25 structures with the same formula, charge and spin: 51.5 kcal per mole. The largest force on an atom is 1.2 eV Å⁻¹. As for the total energy: -5116.7267 eV. The gap between HOMO and LUMO comes out at 10.8 eV. Its lowest unoccupied orbital energy is 1.06 eV. The HOMO energy is -9.762 eV.



7.
Entry from the OMol25 dataset: C2H4N2 as an isolated structure at a distorted geometry (the ωB97M-V functional and the def2-TZVPD basis).

Each line ends with the Mulliken charge.
Cartesian coordinates (Å):
C -0.36 -1.21 -0.81  -0.3301
C 0.02 -0.46 0.02  0.0784
N 1.25 0.43 1.76  -0.4187
N 0.70 0.46 0.65  0.0545
H -0.94 -1.97 -1.07  0.3883
H 1.29 -0.53 2.27  0.2359
H -0.89 2.02 -1.32  0.1763
H -1.07 1.26 -1.50  -0.1848

As for the energy above the lowest of the compared OMol25 structures with the same formula, charge and spin: 128.6 kcal per mole. The largest force on an atom is 4.1 eV Å⁻¹. As for the total energy: -5113.3817 eV. The gap between HOMO and LUMO comes out at 8.8 eV. Its lowest unoccupied orbital energy is -0.63 eV. The HOMO energy is -9.475 eV.



8.
Entry from the OMol25 dataset: a 2-piece molecular cluster, C2H4N2O overall at a distorted geometry (the ωB97M-V functional and the def2-TZVPD basis).

Each line ends with the Mulliken charge.
Cartesian coordinates (Å):
C 0.61 1.36 -0.83  -0.4436
C -0.68 -0.66 -0.84  0.6159
N -0.33 0.50 -0.64  -0.3190
N -0.23 -1.36 1.57  -0.5161
O -1.28 -1.59 -1.20  -0.3843
H 0.41 2.37 -0.51  0.2954
H 1.55 1.10 -1.29  0.2908
H 0.74 -1.04 1.66  0.2312
H -0.80 -0.69 2.09  0.2297

As for the energy above the lowest of the compared OMol25 structures with the same formula, charge and spin: 91.9 kcal per mole. The largest force on an atom is 2.2 eV Å⁻¹. As for the total energy: -7162.4930 eV. The gap between HOMO and LUMO (spin up / spin down) comes out at 6.8 / 10.8 eV. Its lowest unoccupied orbital energy (spin up / spin down) is -0.78 / -0.09 eV. The HOMO energy (spin up / spin down) is -7.591 / -10.929 eV.



9.
Entry from the OMol25 dataset: one molecule with the formula C2H4N2O at a distorted geometry (the ωB97M-V functional and the def2-TZVPD basis).

Each line ends with the Mulliken charge.
Cartesian coordinates (Å):
C -1.17 -0.04 -0.05  0.4766
C 0.11 -0.80 0.00  -0.2655
N 0.16 1.48 0.12  -0.5622
N 1.05 0.34 -0.07  -0.2611
O -2.33 -0.02 -0.08  -0.3414
H 0.01 -1.49 1.04  0.2111
H 0.38 -1.53 -0.81  0.2531
H 0.18 1.80 -0.85  0.2548
H 1.60 0.26 0.70  0.2345

As for the energy above the lowest of the compared OMol25 structures with the same formula, charge and spin: 93.2 kcal per mole. The largest force on an atom is 3.9 eV Å⁻¹. As for the total energy: -7162.4385 eV. The gap between HOMO and LUMO comes out at 9.5 eV. Its lowest unoccupied orbital energy is 0.49 eV. The HOMO energy is -9.051 eV.



10.
Entry from the OMol25 dataset: one molecule with the formula C2H4N2O (the ωB97M-V functional and the def2-TZVPD basis).

Each line ends with the Mulliken charge.
Cartesian coordinates (Å):
N -0.87 1.08 1.68  -0.6080
C -0.71 0.70 0.48  0.1541
N 0.26 -0.24 0.14  0.0072
C 0.42 -0.58 -1.16  -0.5445
O 1.42 -1.46 -1.21  -0.3539
H -1.62 1.77 1.73  0.2624
H -1.27 1.03 -0.40  0.3438
H 0.84 -0.59 0.90  0.2999
H 1.54 -1.70 -2.15  0.4391

As for the energy above the lowest of the compared OMol25 structures with the same formula, charge and spin: 34.6 kcal per mole. The largest force on an atom is 0.6 eV Å⁻¹. As for the total energy: -7164.9780 eV. The gap between HOMO and LUMO comes out at 10.3 eV. Its lowest unoccupied orbital energy is 0.97 eV. The HOMO energy is -9.337 eV.



11.
Entry from the OMol25 dataset: a 2-piece molecular cluster, C2H4N2O overall at a distorted geometry (the ωB97M-V functional and the def2-TZVPD basis).

Each line ends with the Mulliken charge.
Cartesian coordinates (Å):
C -1.70 -0.14 -0.02  0.3219
C -0.68 0.74 -0.41  -0.0944
N -2.54 -0.86 0.26  -0.3447
N 0.92 -0.83 0.20  -0.5843
O -0.31 1.81 0.29  -0.4245
H -0.40 0.79 -1.45  0.3106
H 0.98 -1.31 -0.69  0.2229
H 0.34 -1.42 0.80  0.2434
H -0.50 1.71 1.23  0.3492

As for the energy above the lowest of the compared OMol25 structures with the same formula, charge and spin: 82.1 kcal per mole. The largest force on an atom is 2.8 eV Å⁻¹. As for the total energy: -7162.9193 eV. The gap between HOMO and LUMO (spin up / spin down) comes out at 9.5 / 8.3 eV. Its lowest unoccupied orbital energy (spin up / spin down) is -0.53 / -0.45 eV. The HOMO energy (spin up / spin down) is -9.990 / -8.777 eV.



12.
Entry from the OMol25 dataset: one molecule with the formula C2H4N2O at a distorted geometry (the ωB97M-V functional and the def2-TZVPD basis).

Each line ends with the Mulliken charge.
Cartesian coordinates (Å):
C -1.21 0.62 -0.38  0.1697
C 1.08 -0.31 0.14  -0.8331
N -2.31 0.92 0.02  -0.4129
N -0.36 -0.21 0.38  0.3666
O -0.90 -1.00 1.14  -0.4947
H -0.91 1.10 -1.37  0.3067
H 1.50 -0.12 -0.90  0.2967
H 1.68 0.35 0.76  0.2974
H 1.44 -1.35 0.21  0.3035

As for the energy above the lowest of the compared OMol25 structures with the same formula, charge and spin: 114.3 kcal per mole. The largest force on an atom is 3.1 eV Å⁻¹. As for the total energy: -7161.5212 eV. The gap between HOMO and LUMO (spin up / spin down) comes out at 9.9 / 7.9 eV. Its lowest unoccupied orbital energy (spin up / spin down) is -0.35 / -0.78 eV. The HOMO energy (spin up / spin down) is -10.247 / -8.646 eV.